Entry 1:
{"formula": "C8H16N3O4", "method": "the ωB97M-V functional and the def2-TZVPD basis", "species": ["C", "C", "C", "C", "C", "C", "C", "C", "N", "N", "N", "O", "O", "O", "O", "H", "H", "H", "H", "H", "H", "H", "H", "H", "H", "H", "H", "H", "H", "H", "H"], "positions_angstrom": [[-0.2912, -1.1241, 1.3492], [0.7162, -0.1720, 1.5110], [-1.1170, -1.0620, 0.2139], [1.0719, 0.6395, 0.4927], [-0.8375, -0.3142, -0.9140], [-1.5023, -0.4428, -2.2454], [-0.6971, -2.0677, 2.4840], [1.7334, -0.1204, 2.6246], [0.1657, 0.5686, -1.0139], [1.9753, 1.6065, 0.3896], [-0.4053, 2.5156, -4.0098], [0.6570, 1.2130, -2.0492], [-2.3631, -1.7088, 0.2801], [0.3688, -2.8887, 2.9824], [1.7578, 1.1558, 3.2272], [-2.1465, -1.3173, -2.3376], [-0.7396, -0.3921, -3.0190], [-2.2296, 0.3858, -2.4688], [-1.5636, -2.7398, 2.2015], [-0.9720, -1.5822, 3.4550], [2.6613, -0.2673, 2.1019], [1.5863, -0.8664, 3.3619], [2.2306, 2.0580, -0.4937], [2.6736, 1.5254, 1.1061], [0.0543, 1.8878, -2.6824], [-0.6642, 3.4592, -4.0419], [-1.1045, 1.6856, -4.0826], [0.2274, 2.3956, -4.8394], [-2.9023, -1.4788, -0.4911], [0.2444, -3.8928, 2.7747], [1.4118, 1.3411, 4.1332]], "atomic_forces_ev_per_a": [[-1.8, 0.1, 0.0], [0.6, -0.9, -0.3], [-0.9, -0.6, 1.3], [-2.6, 1.6, -6.1], [0.9, 1.4, -2.8], [-1.9, 0.4, -0.3], [-0.8, -1.5, 1.3], [-0.9, 0.7, 0.7], [1.8, -1.0, 7.5], [0.4, -0.3, 0.0], [0.9, -4.2, -0.8], [0.2, 0.4, -0.9], [1.0, 0.2, -0.3], [0.4, -2.7, -1.1], [0.3, 1.5, 0.4], [0.5, -0.3, -0.1], [0.0, -0.4, -0.1], [0.7, -0.3, 0.5], [0.9, 1.1, 0.0], [-0.3, 0.6, -1.3], [0.9, -0.2, 0.3], [-0.1, -1.0, 0.4], [-0.4, -0.6, 0.5], [0.4, 0.7, 0.2], [0.6, -0.4, 0.4], [-1.5, 1.2, 0.1], [0.8, 2.9, -0.3], [-0.5, -0.1, 1.3], [0.2, -0.1, 0.3], [0.2, 3.0, 0.3], [0.2, -1.2, -1.2]], "lumo_energy_ev": -3.6, "multiplicity": 1, "total_charge": 1, "energy_ev": -21205.357}



Entry 2:
{"formula": "C35H34BrFIN5O14P2SZr", "method": "the ωB97M-V functional and the def2-TZVPD basis", "species": ["Zr", "O", "N", "N", "O", "C", "C", "C", "C", "C", "C", "H", "H", "H", "H", "H", "O", "P", "O", "O", "O", "P", "O", "O", "O", "H", "H", "C", "C", "N", "C", "C", "C", "O", "O", "C", "O", "C", "C", "C", "F", "C", "C", "C", "N", "C", "C", "N", "C", "C", "H", "H", "H", "H", "H", "H", "H", "H", "H", "H", "H", "H", "H", "H", "H", "H", "H", "H", "Br", "C", "C", "C", "C", "C", "C", "I", "H", "H", "H", "H", "O", "C", "O", "C", "C", "C", "C", "S", "C", "C", "H", "H", "H", "H", "H"], "positions_angstrom": [[0.4969, 1.5233, -2.5556], [2.5998, 1.4085, -1.8001], [2.7974, 1.6943, -0.5764], [1.8343, 2.3429, -0.0665], [0.7861, 2.6756, -0.7919], [1.7967, 2.5649, 1.3492], [0.5602, 2.5151, 1.9693], [0.5071, 2.7188, 3.3414], [1.6679, 2.9648, 4.0622], [2.8949, 3.0223, 3.4110], [2.9681, 2.8314, 2.0407], [-0.3374, 2.3526, 1.3772], [-0.4552, 2.6997, 3.8370], [1.6164, 3.1335, 5.1303], [3.7966, 3.2407, 3.9682], [3.9081, 2.8909, 1.5103], [0.9140, -0.6472, -5.8719], [1.9660, -0.3890, -4.7079], [3.1199, -1.2750, -4.7788], [1.1502, -0.2829, -3.3991], [2.4669, 1.1694, -4.9867], [1.4616, 2.4169, -4.9242], [1.7494, 3.2223, -6.2428], [1.6853, 3.1783, -3.6427], [0.0660, 1.8355, -4.7830], [0.0332, -0.3242, -5.6236], [2.4208, 2.8072, -6.7977], [-1.7709, -5.8169, -1.3456], [-2.3545, -4.7109, -0.4791], [-1.5687, -3.4781, -0.5451], [-1.8863, -2.5565, -1.4860], [-1.2582, -1.3684, -1.6475], [-1.6435, -0.4891, -2.8103], [-2.0527, -0.9886, -3.8358], [-1.4315, 0.7651, -2.5554], [-0.1959, -1.0034, -0.7617], [0.3995, 0.0864, -0.7574], [0.2450, -2.0664, 0.1424], [1.3886, -1.8455, 0.9125], [1.8265, -2.8233, 1.7548], [2.9690, -2.6436, 2.4605], [1.1465, -4.0370, 1.8902], [0.0144, -4.2571, 1.1335], [-0.4510, -3.2803, 0.2417], [1.6041, -5.0791, 2.7561], [2.1878, -4.7076, 4.0294], [2.1037, -5.8956, 4.9674], [2.8431, -7.0502, 4.3350], [2.3047, -7.3831, 2.9663], [2.3611, -6.1335, 2.1105], [-2.4019, -6.7047, -1.3010], [-0.7658, -6.0888, -1.0204], [-1.7090, -5.4922, -2.3841], [-2.4365, -5.0150, 0.5640], [-3.3628, -4.4609, -0.8038], [-2.7002, -2.8157, -2.1517], [1.9218, -0.9085, 0.8082], [-0.5008, -5.1989, 1.2571], [1.6340, -3.8772, 4.4643], [3.2367, -4.3881, 3.9455], [1.0758, -6.2231, 5.1103], [2.5719, -5.6946, 5.9292], [2.8021, -7.8705, 4.9395], [3.8297, -6.7939, 4.2463], [1.2768, -7.7098, 3.1126], [2.9041, -8.1958, 2.5604], [1.9372, -6.3548, 1.1328], [3.4148, -5.8456, 1.9499], [0.7335, 6.6934, -2.5247], [-0.0217, 6.0904, -4.1488], [0.3650, 6.7279, -5.3197], [-0.1494, 6.3088, -6.5356], [-1.0428, 5.2495, -6.5829], [-1.4232, 4.6149, -5.4115], [-0.9212, 5.0320, -4.1835], [-1.5933, 4.0261, -2.4576], [1.0706, 7.5455, -5.2698], [0.1545, 6.8098, -7.4454], [-1.4419, 4.9113, -7.5301], [-2.1073, 3.7775, -5.4411], [-5.0815, 4.2894, 5.8715], [-4.6591, 5.0055, 4.7893], [-4.7736, 6.2021, 4.8120], [-4.0971, 4.2322, 3.6591], [-3.7258, 2.8883, 3.7412], [-3.2137, 2.2208, 2.6467], [-3.0523, 2.8564, 1.3985], [-2.4183, 1.9958, 0.0359], [-3.4212, 4.2164, 1.3360], [-3.9215, 4.8818, 2.4338], [-5.0188, 3.3493, 5.6727], [-3.7957, 2.3394, 4.6771], [-2.9246, 1.1801, 2.7321], [-3.3034, 4.7391, 0.3953], [-4.1959, 5.9267, 2.3661]], "atomic_forces_ev_per_a": [[-0.5, 0.7, 1.1], [-0.1, -0.2, 0.1], [0.0, 0.0, 0.0], [0.1, -0.2, 0.0], [0.0, 0.0, -0.1], [-0.1, 0.2, 0.0], [0.0, 0.1, 0.0], [0.0, 0.0, 0.0], [0.0, 0.0, 0.0], [0.0, 0.0, 0.0], [0.0, -0.1, 0.0], [0.0, -0.1, 0.0], [0.0, 0.0, 0.0], [0.0, 0.0, 0.0], [0.0, 0.0, 0.0], [0.0, 0.0, 0.0], [0.0, -0.1, 0.1], [0.1, 0.0, -0.1], [0.0, 0.0, 0.0], [0.2, 0.3, 0.0], [0.1, 0.0, -0.4], [-0.1, 0.0, 0.0], [0.0, 0.0, 0.1], [0.2, -0.3, 0.0], [0.0, -0.1, -0.1], [0.0, 0.1, 0.0], [0.0, 0.0, 0.0], [0.0, 0.0, 0.0], [0.0, 0.0, 0.0], [0.0, 0.0, 0.0], [0.0, 0.0, 0.0], [0.1, 0.0, -0.1], [0.1, -0.2, 0.4], [-0.2, 0.2, 0.0], [0.2, 0.0, -0.8], [-0.2, -0.2, -0.2], [0.3, -0.2, -0.3], [-0.1, 0.1, 0.2], [0.0, 0.0, 0.0], [0.1, 0.0, -0.1], [0.0, 0.0, 0.0], [0.0, 0.0, 0.0], [0.0, 0.0, 0.1], [0.0, 0.1, -0.1], [-0.1, -0.1, 0.0], [0.0, 0.0, 0.0], [0.0, 0.0, 0.0], [0.0, 0.0, 0.0], [0.0, 0.0, 0.0], [0.1, 0.0, 0.0], [0.0, 0.0, 0.0], [0.0, 0.0, 0.0], [0.0, 0.0, 0.0], [0.0, 0.0, 0.0], [0.0, 0.0, 0.0], [0.0, 0.0, 0.0], [0.0, 0.0, 0.0], [0.0, 0.0, 0.0], [0.0, 0.0, 0.0], [0.0, 0.0, 0.0], [0.0, 0.0, 0.0], [0.0, 0.0, 0.0], [0.0, 0.0, 0.0], [0.0, 0.0, 0.0], [0.0, 0.0, 0.0], [0.0, 0.0, 0.0], [0.0, 0.0, 0.0], [0.0, 0.0, 0.0], [0.0, 0.0, 0.0], [0.0, -0.1, 0.0], [0.0, 0.0, 0.0], [0.0, 0.0, 0.0], [0.0, 0.0, 0.0], [0.0, 0.0, 0.0], [-0.1, 0.0, 0.1], [0.0, -0.1, 0.0], [0.0, 0.0, 0.0], [0.0, 0.0, 0.0], [0.0, 0.0, 0.0], [0.0, 0.0, 0.0], [0.0, 0.0, 0.0], [0.0, 0.0, 0.0], [0.0, 0.0, 0.0], [0.0, 0.0, 0.0], [0.0, 0.0, 0.0], [0.0, 0.0, 0.0], [0.1, 0.0, 0.0], [-0.2, 0.0, -0.1], [0.0, 0.0, 0.0], [0.0, 0.0, 0.0], [0.0, 0.0, 0.0], [0.0, 0.0, 0.0], [0.0, 0.0, 0.0], [0.0, 0.0, 0.0], [0.0, 0.0, 0.0]], "lumo_energy_ev": -2.2, "multiplicity": 1, "total_charge": 0, "energy_ev": -184525.463}



Relative energy (zero: lowest compared OMol25 entry of this formula, charge and spin) readings, ordered: 27.1; 35.3 kcal per mole
Largest force on an atom readings, ordered: 0.15179; 0.02751 Eh/bohr
Highest occupied orbital energy readings, ordered: -11.38; -5.63 eV